This record from the Open Molecules 2025 dataset describes C7H26N2P2PdS as an isolated structure at a distorted geometry. The level of theory is ωB97M-V with the def2-TZVPD basis set.

Values from the calculation:
ΔE to the lowest compared entry with this formula, charge and spin   27.6 kcal per mole
Charge   0
Lowest unoccupied orbital energy (spin up / spin down)   0.25 / 0.21 eV
HOMO (spin up / spin down)   -4.47 / -7.04 eV
Orbital gap (spin up / spin down)   4.72 / 7.25 eV
Spin multiplicity   3

Last column: Löwdin charge in e.
Positions of all 39 atoms, in Å:
Pd  0.703  -0.213  -0.256  -0.149
S  -1.481  0.742  0.561  0.555
P  0.012  0.009  -2.555  0.622
P  1.589  -0.360  1.974  0.622
N  -3.232  1.032  2.430  0.071
N  -4.001  1.159  0.240  0.070
C  1.225  -1.908  2.847  -0.289
C  1.559  -0.118  -3.460  -0.313
C  -0.770  1.544  -3.102  -0.281
C  -1.043  -1.313  -3.213  -0.288
C  3.367  -0.363  1.713  -0.314
C  1.255  0.945  3.178  -0.280
C  -3.061  0.888  1.128  -0.915
H  3.857  -0.506  2.674  0.034
H  1.868  0.762  4.065  0.040
H  0.175  -1.947  3.152  0.035
H  -0.963  -1.139  -0.396  -0.001
H  -1.095  -1.210  -4.300  0.037
H  -2.444  0.840  3.040  0.090
H  -0.619  -2.291  -2.967  0.043
H  -1.763  1.659  -2.657  0.020
H  -4.106  1.314  2.850  0.107
H  1.518  1.915  2.749  0.047
H  -0.855  1.521  -4.192  0.039
H  1.342  -0.071  -4.526  0.034
H  2.045  -1.062  -3.206  0.035
H  -4.936  1.451  0.487  0.107
H  -0.149  2.393  -2.803  0.046
H  0.198  0.960  3.461  0.018
H  3.655  0.591  1.268  0.020
H  1.442  -2.763  2.200  0.042
H  -2.055  -1.249  -2.800  0.034
H  3.625  -1.168  1.023  0.036
H  2.206  0.706  -3.159  0.018
H  2.055  0.947  -0.656  -0.046
H  1.325  -1.579  -0.580  -0.071
H  -0.533  -1.216  0.796  -0.004
H  -3.771  1.061  -0.744  0.091
H  1.857  -1.962  3.736  0.037